Arrangement w

42
Properties=species:S:1:pos:R:3 method="wB97M-V/def2-TZVPD" gap_ev=8.191 smiles="CN(C)CCn1ccc2ccc(C3=CCOCC3)cc21" molar_mass_g_mol=270.38 lumo_energy_ev=0.71
O 5.27232 1.41397 -0.08826
C -2.39663 -0.67241 -3.06200
C -3.08619 -0.56111 -1.86407
C 2.80117 1.30314 0.14747
C 2.77288 0.39916 -0.92065
C 1.42128 -0.20515 -2.98328
C 0.18554 -0.47899 -3.57532
C 0.30702 0.11351 -0.83452
C 1.49937 0.09493 -1.61009
C -0.97391 -0.47405 -2.77577
C -0.90750 -0.20183 -1.43885
N -2.17906 -0.30135 -0.88427
N -2.89214 -0.64260 2.86622
C 4.13546 1.68386 0.78088
C -2.11226 0.37436 3.59673
C -4.34950 -0.69512 3.00121
C 5.26476 0.03672 -0.47358
C 4.07549 -0.22858 -1.37730
C -2.59999 0.10116 0.47952
C -2.32591 -0.98559 1.52514
H -2.82854 -0.85757 -4.03203
H -4.16206 -0.62316 -1.77388
H 1.95507 1.84953 0.52282
H 2.27958 -0.13809 -3.59257
H 0.11736 -0.67842 -4.63029
H 0.31536 0.37021 0.23423
H 4.26954 1.14976 1.73294
H 4.16373 2.74359 0.97067
H -1.04291 0.09547 3.61695
H -2.49454 0.44211 4.61828
H -2.16187 1.36197 3.11419
H -4.69371 -1.56921 2.44492
H -4.64840 -0.78251 4.05976
H -4.81828 0.18531 2.54284
H 6.22422 -0.19385 -0.95055
H 5.16307 -0.59221 0.39175
H 3.92689 -1.32135 -1.45518
H 4.31021 0.17144 -2.37865
H -3.64043 0.37541 0.49993
H -2.07025 1.01737 0.83642
H -2.82089 -1.89896 1.15993
H -1.25536 -1.18088 1.55827



Arrangement x

42
Properties=species:S:1:pos:R:3 method="wB97M-V/def2-TZVPD" gap_ev=8.956 smiles=OCCN1CCN(Cc2ccc3ccccc3c2)CC1 molar_mass_g_mol=270.38 lumo_energy_ev=0.79
O -5.32520 -1.51281 -0.90283
C -4.92433 -1.63998 0.44091
H -4.06382 -2.31121 0.42736
C -4.55289 -0.30430 1.11532
N -3.31576 0.32595 0.71373
C -3.25634 0.71597 -0.68260
C -2.03927 1.61088 -0.89818
N -0.83458 0.88951 -0.54006
C -0.90629 0.49396 0.85353
C -2.11706 -0.40895 1.06363
H -2.17770 -0.70530 2.11359
H -1.98498 -1.31211 0.44503
H 0.00687 -0.04702 1.11204
H -0.99460 1.37490 1.51521
C 0.37082 1.64772 -0.82476
C 1.59466 0.78550 -0.68281
C 2.69846 1.20420 0.01019
C 3.84588 0.39097 0.12007
C 4.99459 0.80685 0.82452
C 6.09117 -0.00415 0.91459
C 6.08971 -1.26843 0.30539
C 4.99075 -1.70065 -0.38324
C 3.84429 -0.88798 -0.49468
C 2.69132 -1.30060 -1.19697
C 1.60075 -0.48643 -1.29093
H 0.71485 -0.79949 -1.82169
H 2.69055 -2.27604 -1.66292
H 4.98454 -2.67364 -0.85427
H 6.96526 -1.89623 0.38617
H 6.96777 0.32189 1.45554
H 4.99179 1.78147 1.29224
H 2.70747 2.17578 0.48590
H 0.30407 1.99365 -1.86269
H 0.46034 2.53976 -0.17748
H -1.97980 1.89486 -1.95204
H -2.15526 2.52797 -0.29210
H -4.16310 1.27300 -0.93105
H -3.18144 -0.15540 -1.35062
H -4.49455 -0.47660 2.19417
H -5.35961 0.41578 0.93180
H -5.72218 -2.11563 1.03115
H -6.05713 -0.88766 -0.95015



arrangement x ends up most stable, edging out the next structure by 0.0574 hartree.



Arrangement w

9
Properties=species:S:1:pos:R:3 method="wB97M-V/def2-TZVPD" gap_ev=10.825 smiles="C/C=N/C#N" molar_mass_g_mol=68.08 lumo_energy_ev=0.16
C 1.96725 0.61309 0.70282
C 0.57033 -0.03268 0.74417
C -1.22009 -0.23552 -0.57681
H 1.64747 1.40945 1.33103
H 2.20395 1.20512 -0.15886
H 2.82913 -0.17598 1.04416
H 0.29288 -0.20499 1.79969
N 0.12977 -0.12746 -0.43963
N -2.25525 -0.48724 -0.87996



Arrangement x

9
Properties=species:S:1:pos:R:3 method="wB97M-V/def2-TZVPD" gap_ev=11.158 smiles=N#C[C@H]1CN1 molar_mass_g_mol=68.08 lumo_energy_ev=0.82
N 2.71210 -0.04802 -0.46738
C 1.57826 0.06397 -0.26234
C 0.20669 0.49878 -0.08927
C -0.99821 -0.35010 -0.26576
N -0.64111 0.15818 1.05037
H 0.13191 1.53678 -0.39253
H -1.85258 0.13387 -0.73043
H -0.90469 -1.41484 -0.46259
H -0.23236 -0.57863 1.61993



arrangement x ends up most stable, edging out the next structure by 0.0343 hartree.